Record 1
Here is a structure of composition C3H3FO2Pd from OMol25. Energies are from ωB97M-V/def2-TZVPD.

Summary:
- HOMO energy (spin up / spin down): -12.20 / -15.19 eV
- Total charge: +1
- DFT total energy: -493.60958 hartree
- 2S+1: 4
- Molecular weight: 196.47 g mol⁻¹
- Kohn-Sham gap (spin up / spin down): 6.57 / 6.76 eV
- LUMO level (spin up / spin down): -5.6364 / -8.4264 eV

```
10
Properties=species:S:1:pos:R:3:forces:R:3
H -0.52650 1.11376 0.39037 -0.26 -2.01 3.99
H 0.99303 1.46758 1.34298 -0.29 -0.57 1.06
O 0.67558 -0.58020 1.53331 1.27 -2.90 -0.79
O 0.23147 -1.13972 -0.55709 1.46 -2.43 1.73
C 0.16469 0.75279 1.31934 -4.30 2.85 3.75
C 0.04807 0.14867 -1.03760 -1.29 -1.99 2.71
C 0.72432 -1.51091 0.63066 -2.88 5.70 -1.18
H -0.52065 0.93263 2.15197 0.53 -0.45 0.53
F 0.76703 1.13592 -0.43714 4.42 0.97 -4.68
Pd 0.65009 0.48857 -2.60507 1.34 0.84 -7.12
```
Positions in Å, forces in eV/Å.

---

Record 2
Here is the molecule C3H3FO3S from OMol25. Energies are from ωB97M-V/def2-TZVPD.

Summary:
- SMILES string: O=S1(=O)O[C@H]1/C=C/F
- HOMO energy: -10.56 eV
- DFT total energy: -839.75533 hartree
- Molecular weight: 138.12 g mol⁻¹
- Kohn-Sham gap: 10.78 eV
- LUMO level: 0.2193 eV

```
11
Properties=species:S:1:pos:R:3:forces:R:3
O -2.72720 -0.78034 -0.84721 1.92 0.85 0.48
S -1.52811 -0.17321 -0.28020 -2.83 -1.80 0.01
O -1.59497 0.27881 1.08796 -0.25 -0.01 -1.06
O -0.72373 0.71159 -1.30668 -0.39 1.50 0.22
C 0.06662 -0.45786 -0.85872 0.70 -1.38 -1.54
C 1.18840 -0.25340 0.02406 2.32 -3.60 -0.72
C 0.95022 0.60927 0.92995 3.82 1.30 3.55
F 1.74770 0.85351 2.00811 -0.26 -0.46 -0.86
H 0.32489 -1.06948 -1.71853 -0.67 -0.36 0.11
H 2.06395 -1.01960 0.07973 -1.82 1.57 -0.25
H 0.23221 1.30072 0.88153 -2.55 2.38 0.07
```
Positions in Å, forces in eV/Å.

---

Record 3
Here is the molecule C3H3FOS from OMol25. Energies are from ωB97M-V/def2-TZVPD.

Summary:
- SMILES string: O=CS/C=C/F
- HOMO energy: -9.46 eV
- DFT total energy: -689.31146 hartree
- Molecular weight: 106.12 g mol⁻¹
- Kohn-Sham gap: 9.33 eV
- LUMO level: -0.1310 eV

```
9
Properties=species:S:1:pos:R:3:forces:R:3
O -3.40596 -0.42760 -0.16166 6.97 1.62 1.93
C -2.12895 -0.30077 0.07756 -3.70 -2.66 -3.03
S -0.97461 1.09209 0.00147 -1.23 1.16 0.03
C 0.53941 0.24407 0.00620 1.14 -0.90 0.67
C 1.85600 0.51643 -0.17146 -0.54 -0.69 1.20
F 2.73318 -0.53857 -0.03386 -0.80 0.28 -0.06
H -1.42296 -1.23463 -0.01787 -1.54 1.04 0.72
H 0.29949 -0.74635 0.42214 0.74 -0.08 -0.72
H 2.50440 1.39532 -0.12251 -1.04 0.23 -0.74
```
Positions in Å, forces in eV/Å.